# C30H64N4NiO7

A molecular structure, C30H64N4NiO7 in a non-equilibrium geometry (ωB97M-V/def2-TZVPD, OMol25).

Last column: Löwdin spin population.
Cartesian coordinates (Å):
Ni (0.30, -0.21, -0.17)  1.802
C (2.98, 3.23, -0.91)  0.000
C (4.00, 2.17, -0.38)  0.001
C (5.11, 3.01, 0.28)  0.000
C (6.00, 2.23, 1.26)  0.000
C (5.16, 1.40, 2.21)  0.000
C (4.09, 0.50, 1.50)  0.001
N (3.34, 1.34, 0.61)  0.008
O (2.25, 0.65, 0.11)  0.020
C (3.22, -0.07, 2.64)  0.000
C (4.86, -0.72, 0.90)  0.000
C (4.59, 1.45, -1.59)  0.000
H (2.21, 3.43, -0.16)  0.000
H (2.48, 2.78, -1.77)  0.000
H (3.52, 4.17, -1.05)  0.000
H (4.74, 3.90, 0.79)  0.000
H (5.81, 3.45, -0.43)  0.000
H (6.57, 2.95, 1.86)  0.000
H (6.75, 1.63, 0.74)  0.000
H (4.58, 1.99, 2.92)  0.000
H (5.88, 0.78, 2.75)  0.000
H (3.84, -0.25, 3.52)  0.000
H (2.74, -0.96, 2.23)  0.000
H (2.38, 0.51, 3.02)  0.000
H (4.88, -1.58, 1.57)  0.000
H (5.90, -0.42, 0.70)  0.000
H (4.53, -1.11, -0.07)  0.000
H (3.97, 0.73, -2.14)  0.000
H (5.44, 0.84, -1.25)  0.000
H (4.98, 2.12, -2.35)  0.000
C (-4.48, 0.06, -0.12)  0.000
C (-3.68, -1.18, 0.46)  0.002
C (-4.65, -2.31, 0.78)  0.000
C (-5.21, -3.02, -0.46)  0.000
C (-4.05, -3.57, -1.33)  0.000
C (-2.90, -2.57, -1.57)  0.002
N (-2.65, -1.74, -0.39)  0.012
O (-1.60, -0.87, -0.60)  0.053
C (-3.31, -1.66, -2.74)  0.000
C (-1.68, -3.44, -1.95)  0.000
C (-3.04, -0.78, 1.78)  0.000
H (-5.55, -0.13, -0.15)  0.000
H (-4.16, 0.35, -1.12)  0.000
H (-4.37, 0.89, 0.58)  0.000
H (-5.53, -1.93, 1.31)  0.000
H (-4.18, -3.07, 1.40)  0.000
H (-5.84, -2.38, -1.08)  0.000
H (-5.86, -3.86, -0.19)  0.000
H (-4.53, -3.88, -2.26)  0.000
H (-3.61, -4.41, -0.79)  0.000
H (-2.59, -0.86, -2.89)  0.000
H (-4.34, -1.31, -2.61)  0.000
H (-3.27, -2.20, -3.70)  0.000
H (-1.00, -2.80, -2.52)  0.000
H (-2.02, -4.19, -2.66)  0.000
H (-1.19, -3.93, -1.12)  0.000
H (-2.23, -0.05, 1.73)  0.000
H (-2.70, -1.65, 2.35)  0.000
H (-3.74, -0.22, 2.40)  0.000
C (-2.60, 3.97, -2.43)  0.000
O (-2.10, 3.27, -3.56)  0.000
C (-1.54, 2.00, -3.22)  0.000
C (-0.20, 2.15, -2.50)  0.003
O (0.33, 0.91, -2.05)  0.020
C (0.84, 0.14, -3.12)  0.001
C (1.58, -1.13, -2.60)  0.003
O (1.06, -1.61, -1.37)  0.025
C (1.66, -2.81, -0.97)  0.002
H (-2.01, 3.78, -1.53)  0.000
H (-3.65, 3.76, -2.23)  0.000
H (-2.54, 5.03, -2.65)  0.000
H (-1.46, 1.42, -4.14)  0.000
H (-2.32, 1.53, -2.61)  0.000
H (-0.37, 2.75, -1.61)  0.000
H (0.48, 2.80, -3.06)  0.001
H (1.45, 0.59, -3.90)  0.000
H (-0.05, -0.27, -3.60)  0.000
H (2.66, -1.18, -2.75)  0.000
H (1.29, -1.87, -3.37)  0.001
H (2.75, -2.71, -0.88)  0.000
H (1.45, -3.66, -1.63)  0.001
H (1.28, -3.15, 0.00)  0.000
C (0.26, -2.10, 2.55)  0.002
O (0.31, -1.38, 1.58)  0.019
N (-0.37, -3.27, 2.66)  -0.001
C (-0.62, -3.92, 3.94)  0.000
C (-1.26, -3.79, 1.63)  0.000
H (0.76, -1.89, 3.50)  0.000
H (0.21, -3.72, 4.62)  0.000
H (-0.66, -5.00, 3.82)  0.000
H (-1.56, -3.59, 4.37)  0.000
H (-1.39, -3.10, 0.79)  0.000
H (-0.89, -4.74, 1.25)  0.000
H (-2.31, -3.87, 1.94)  0.000
C (-0.10, 2.62, 1.25)  0.003
O (-0.39, 1.68, 0.52)  0.017
N (-1.01, 3.43, 1.80)  0.002
C (-0.60, 4.34, 2.86)  0.000
C (-2.43, 3.20, 1.56)  0.000
H (0.95, 2.76, 1.56)  0.000
H (-0.97, 5.31, 2.50)  0.000
H (0.46, 4.39, 3.07)  0.000
H (-1.15, 4.19, 3.79)  0.000
H (-2.84, 4.09, 1.07)  0.000
H (-2.54, 2.45, 0.79)  0.000
H (-3.01, 2.99, 2.46)  0.000

Frontier orbital gap (alpha / beta)   6.1 / 6.1 eV
HOMO level (alpha / beta)   -5.590 / -5.538 eV
F_max   0.0503 Eh/bohr
Net charge   0
Spin multiplicity   3

---

# C30H64NO14

9 unconnected molecules or ions with the total composition C30H64NO14 in a non-equilibrium geometry (ωB97M-V/def2-TZVPD, OMol25).

Last column: Löwdin charge in e.
Cartesian coordinates (Å):
N (-0.33, 0.07, 0.40)  0.381
H (0.03, -0.37, 1.25)  0.104
H (-0.72, -0.55, -0.14)  0.022
H (0.38, 0.71, -0.07)  0.140
H (-0.91, 0.72, 0.71)  0.029
O (0.17, 0.63, -2.42)  0.035
C (0.99, 1.20, -3.19)  -0.447
O (1.65, 0.51, -4.10)  0.022
C (1.37, -0.92, -4.33)  -0.224
C (2.28, -1.45, -5.40)  -0.079
C (1.43, 2.64, -3.22)  0.056
H (0.40, -1.24, -4.48)  0.081
H (1.59, -1.69, -3.48)  0.123
H (2.26, -0.99, -6.46)  0.113
H (1.94, -2.62, -5.50)  0.136
H (3.24, -1.47, -5.04)  0.014
H (1.56, 3.05, -4.17)  0.076
H (2.42, 2.77, -2.63)  0.139
H (0.68, 3.16, -2.87)  0.012
O (-1.10, 1.14, 3.04)  0.040
C (-1.25, 1.44, 4.24)  -0.478
O (-0.28, 1.26, 5.15)  0.031
C (1.00, 0.91, 4.82)  -0.224
C (1.90, 2.11, 4.64)  -0.040
C (-2.59, 1.84, 4.78)  0.018
H (1.17, 0.31, 3.82)  0.164
H (1.14, 0.33, 5.50)  0.031
H (2.86, 1.84, 4.37)  0.031
H (2.14, 2.69, 5.56)  0.097
H (1.60, 2.75, 3.73)  0.107
H (-3.04, 1.30, 5.69)  0.122
H (-3.40, 1.72, 3.92)  0.135
H (-2.44, 2.80, 5.09)  0.048
O (0.94, 2.89, 0.19)  0.116
C (1.65, 3.83, 0.36)  -0.522
O (2.96, 3.76, 0.71)  -0.031
C (3.60, 2.48, 0.88)  -0.180
C (5.12, 2.68, 1.14)  -0.045
C (1.38, 5.22, 0.02)  0.059
H (3.49, 2.00, -0.17)  0.138
H (3.09, 2.00, 1.71)  0.101
H (5.39, 3.37, 1.82)  0.011
H (5.78, 2.88, 0.22)  0.107
H (5.57, 1.76, 1.65)  0.090
H (0.68, 5.26, -0.70)  0.060
H (2.25, 5.74, -0.12)  0.080
H (0.84, 5.65, 0.73)  0.063
O (-3.17, -0.64, 0.67)  0.077
C (-4.05, -0.97, 1.44)  -0.455
O (-5.36, -0.99, 1.05)  -0.001
C (-5.83, -0.42, -0.17)  -0.238
C (-7.32, -0.37, -0.27)  -0.035
C (-3.77, -1.63, 2.77)  0.043
H (-5.19, -0.94, -1.02)  0.149
H (-5.31, 0.41, -0.39)  0.063
H (-7.53, -0.07, -1.23)  0.053
H (-7.64, 0.22, 0.51)  0.064
H (-7.81, -1.39, -0.26)  0.116
H (-3.02, -1.09, 3.26)  0.049
H (-3.43, -2.62, 2.87)  0.067
H (-4.53, -1.35, 3.48)  0.091
O (-1.78, 4.56, -1.73)  0.116
C (-2.19, 3.71, -0.98)  -0.540
O (-2.88, 2.64, -1.38)  -0.004
C (-3.12, 2.29, -2.68)  -0.191
C (-3.20, 0.75, -2.94)  0.018
C (-2.19, 3.86, 0.47)  0.043
H (-2.27, 2.82, -3.37)  0.168
H (-3.93, 2.88, -2.90)  0.096
H (-3.73, 0.49, -3.73)  0.045
H (-3.90, 0.33, -2.36)  0.018
H (-2.30, 0.44, -2.86)  -0.004
H (-1.35, 4.47, 0.55)  0.055
H (-1.95, 3.18, 1.12)  0.015
H (-3.12, 4.38, 0.84)  0.135
O (2.55, -0.72, 0.81)  0.041
C (3.69, -1.23, 0.98)  -0.528
O (4.61, -1.40, 0.06)  0.018
C (4.24, -1.11, -1.32)  -0.143
C (5.51, -1.40, -2.25)  -0.032
C (4.28, -1.52, 2.28)  0.015
H (3.60, -0.28, -1.41)  0.077
H (3.46, -1.81, -1.85)  0.137
H (6.22, -0.57, -2.26)  0.065
H (5.49, -1.59, -3.18)  -0.049
H (6.25, -2.38, -1.93)  0.165
H (3.88, -1.34, 3.16)  0.013
H (5.16, -0.87, 2.66)  0.131
H (4.72, -2.54, 2.39)  0.114
C (-2.26, -3.59, -1.78)  -0.044
C (-0.82, -3.41, -2.25)  -0.321
O (0.08, -2.59, -1.73)  -0.028
C (-0.56, -4.36, -3.50)  -0.013
H (-3.20, -3.22, -2.32)  0.123
H (-2.46, -2.97, -0.91)  0.043
H (-2.55, -4.54, -1.39)  0.067
H (0.51, -4.44, -3.40)  0.066
H (-0.99, -4.06, -4.50)  0.112
H (-1.09, -5.25, -3.34)  0.042
C (1.42, -4.54, 1.61)  -0.003
C (0.08, -3.84, 2.03)  -0.319
O (0.08, -2.54, 2.42)  -0.064
C (-1.20, -4.65, 1.96)  -0.028
H (2.00, -3.62, 1.48)  0.061
H (1.31, -5.30, 0.75)  0.120
H (1.75, -4.97, 2.50)  0.058
H (-1.55, -4.97, 2.96)  0.105
H (-1.16, -5.43, 1.18)  0.086
H (-2.03, -4.08, 1.65)  0.036

Frontier orbital gap   10.4 eV
HOMO level   -12.152 eV
F_max   0.2231 Eh/bohr
Net charge   +1
Spin multiplicity   1